Formula: C21H23GeNPtS3Sb
Source: the Open Molecules 2025 dataset
Level of theory: the ωB97M-V functional and the def2-TZVPD basis

Atoms and positions in Å:
Pt (1.353, -0.314, -1.013)
S (2.141, -1.235, -3.004)
Sb (3.272, -2.592, -1.383)
S (0.896, -2.763, -0.388)
S (3.639, -0.700, -0.066)
Ge (1.111, -2.352, 1.814)
C (1.143, -0.409, 1.970)
C (2.132, 0.273, 2.668)
C (2.216, 1.657, 2.593)
C (1.325, 2.378, 1.807)
C (0.316, 1.715, 1.126)
C (0.215, 0.325, 1.217)
C (-0.535, -3.035, 2.593)
C (-1.134, -2.327, 3.634)
C (-2.307, -2.785, 4.217)
C (-2.895, -3.956, 3.760)
C (-2.311, -4.665, 2.720)
C (-1.137, -4.206, 2.139)
H (2.392, -2.969, 2.382)
H (2.874, -0.276, 3.233)
H (3.000, 2.176, 3.130)
H (1.412, 3.454, 1.735)
H (-0.405, 2.263, 0.534)
H (-0.648, -0.163, 0.788)
H (-0.690, -1.403, 3.989)
H (-2.764, -2.226, 5.023)
H (-3.812, -4.313, 4.211)
H (-2.772, -5.575, 2.358)
H (-0.697, -4.761, 1.318)
C (2.264, 2.627, -1.922)
N (1.235, 2.991, -2.855)
C (0.266, 3.914, -2.305)
C (0.633, 1.864, -3.563)
C (-0.532, 1.127, -2.902)
C (-1.805, 1.445, -3.383)
C (-2.946, 0.797, -2.943)
C (-2.822, -0.224, -2.016)
C (-1.568, -0.552, -1.524)
C (-0.416, 0.132, -1.921)
H (2.730, 3.525, -1.509)
H (3.032, 2.030, -2.411)
H (1.883, 2.053, -1.042)
H (0.780, 4.803, -1.936)
H (-0.325, 3.486, -1.480)
H (-0.434, 4.222, -3.083)
H (1.433, 1.166, -3.807)
H (0.250, 2.251, -4.512)
H (-1.892, 2.217, -4.140)
H (-3.916, 1.069, -3.341)
H (-3.692, -0.777, -1.682)
H (-1.491, -1.380, -0.829)

## Properties
- 2S+1 = 2
- E (eV) = -122447.0059
- ⟨S²⟩ = 0.7552


Formula: C21H23KN2O2S2
Source: the Open Molecules 2025 dataset
Level of theory: the ωB97M-V functional and the def2-TZVPD basis

Atoms and positions in Å:
K (0.343, -0.496, 0.664)
C (1.288, -0.398, -2.553)
N (1.985, 0.234, -1.424)
C (1.875, 1.690, -1.473)
C (0.471, 2.213, -1.181)
N (0.090, 2.174, 0.229)
C (-1.354, 2.387, 0.346)
C (0.835, 2.961, 1.163)
C (1.584, 4.049, 0.714)
C (2.319, 4.853, 1.577)
C (2.286, 4.565, 2.933)
C (1.545, 3.489, 3.390)
C (0.809, 2.637, 2.550)
S (-0.041, 1.262, 3.254)
C (3.320, -0.277, -1.274)
C (4.407, 0.519, -1.640)
C (5.722, 0.091, -1.508)
C (5.954, -1.182, -1.010)
C (4.883, -1.986, -0.660)
C (3.540, -1.588, -0.763)
S (2.279, -2.706, -0.254)
H (1.752, -0.074, -3.501)
H (0.226, -0.142, -2.563)
H (1.376, -1.479, -2.457)
H (2.171, 2.076, -2.466)
H (2.576, 2.109, -0.750)
H (-0.283, 1.626, -1.717)
H (0.384, 3.233, -1.598)
H (-1.621, 3.408, 0.020)
H (-1.663, 2.237, 1.379)
H (-1.861, 1.677, -0.305)
H (1.599, 4.268, -0.346)
H (2.904, 5.679, 1.189)
H (2.849, 5.168, 3.639)
H (1.534, 3.252, 4.447)
H (4.222, 1.506, -2.041)
H (6.540, 0.746, -1.786)
H (6.967, -1.551, -0.886)
H (5.062, -2.978, -0.261)
C (-4.168, 0.082, 1.178)
C (-3.946, 0.221, -0.132)
C (-3.081, -0.921, -0.637)
C (-2.853, -1.716, 0.630)
C (-3.459, -1.130, 1.662)
H (-4.722, 0.757, 1.818)
H (-4.261, 1.022, -0.782)
H (-3.656, -1.496, -1.385)
H (-2.237, -2.605, 0.665)
H (-3.421, -1.451, 2.695)
O (-1.847, -0.546, -1.163)
O (-2.117, 0.312, -2.320)

## Properties
- charge = -2
- E (eV) = -67219.1314


Formula: C21H23MnN2O4PS2
Source: the Open Molecules 2025 dataset
Level of theory: the ωB97M-V functional and the def2-TZVPD basis

Atoms and positions in Å:
Mn (12.984, 5.606, 11.551)
C (12.844, 5.607, 14.675)
O (13.716, 5.744, 13.494)
C (15.023, 5.168, 13.672)
C (15.674, 5.015, 14.877)
C (16.988, 4.561, 14.854)
C (17.630, 4.350, 13.659)
C (16.926, 4.453, 12.454)
C (15.637, 4.846, 12.486)
N (14.799, 4.989, 11.306)
N (15.405, 4.850, 10.190)
C (14.887, 5.137, 8.943)
C (13.587, 5.457, 8.788)
O (12.835, 5.973, 9.827)
C (12.976, 5.438, 7.459)
C (13.714, 5.149, 6.398)
C (15.157, 4.945, 6.551)
C (15.904, 4.648, 5.382)
C (17.219, 4.258, 5.426)
C (17.835, 4.225, 6.660)
C (17.116, 4.501, 7.813)
C (15.751, 4.917, 7.803)
H (13.367, 5.672, 15.588)
H (12.313, 4.665, 14.548)
H (12.105, 6.462, 14.590)
H (15.198, 5.327, 15.786)
H (17.528, 4.563, 15.791)
H (18.667, 4.131, 13.650)
H (17.413, 4.222, 11.507)
H (11.941, 5.631, 7.375)
H (13.354, 5.085, 5.451)
H (15.450, 4.709, 4.387)
H (17.752, 4.124, 4.464)
H (18.878, 4.001, 6.743)
H (17.642, 4.505, 8.774)
C (8.760, 4.260, 8.897)
C (9.776, 5.001, 9.647)
O (9.287, 4.784, 11.024)
P (10.297, 4.769, 12.235)
S (11.989, 3.644, 11.945)
S (11.012, 6.602, 12.313)
O (9.362, 4.243, 13.399)
C (9.367, 4.917, 14.776)
C (8.045, 4.735, 15.512)
H (8.956, 4.197, 7.789)
H (7.762, 4.660, 9.076)
H (8.879, 3.220, 9.164)
H (9.758, 6.082, 9.471)
H (10.768, 4.644, 9.500)
H (9.647, 5.918, 14.475)
H (10.173, 4.463, 15.289)
H (7.210, 5.248, 14.962)
H (8.081, 5.219, 16.485)
H (7.970, 3.652, 15.697)

## Properties
- 2S+1 = 3
- charge = +1
- E (eV) = -95594.7788
- ⟨S²⟩ = 2.0664


Formula: C21H23N2O2SV
Source: the Open Molecules 2025 dataset
Level of theory: the ωB97M-V functional and the def2-TZVPD basis

Atoms and positions in Å:
V (0.016, 0.211, -0.934)
C (-2.292, -3.102, -2.281)
C (-2.973, -3.435, -1.112)
C (-2.751, -2.715, 0.054)
C (-1.851, -1.667, 0.038)
N (-1.195, -1.349, -1.112)
C (-1.408, -2.051, -2.245)
C (-1.488, -0.800, 1.172)
C (-2.022, -0.896, 2.446)
C (-1.595, -0.012, 3.434)
C (-0.640, 0.965, 3.167)
C (-0.096, 1.074, 1.896)
C (-0.526, 0.196, 0.903)
H (-2.445, -3.650, -3.199)
H (-3.676, -4.258, -1.111)
H (-3.276, -2.971, 0.963)
H (-0.849, -1.750, -3.124)
H (-2.768, -1.642, 2.687)
H (-2.018, -0.086, 4.427)
H (-0.329, 1.643, 3.951)
H (0.646, 1.838, 1.693)
C (3.725, -1.940, -1.121)
S (3.275, -0.319, -0.542)
O (1.691, -0.324, -0.895)
C (3.352, -0.404, 1.189)
C (3.984, 0.686, 1.794)
C (4.137, 0.683, 3.171)
C (3.653, -0.385, 3.914)
C (3.009, -1.461, 3.298)
C (2.857, -1.483, 1.927)
H (3.124, -2.706, -0.638)
H (4.780, -2.060, -0.866)
H (3.606, -1.945, -2.203)
H (4.373, 1.502, 1.196)
H (4.645, 1.504, 3.659)
H (3.785, -0.391, 4.988)
H (2.648, -2.288, 3.894)
H (2.372, -2.323, 1.446)
C (-2.925, 2.102, -3.311)
N (-1.982, 3.143, -2.874)
C (-2.213, 4.510, -3.380)
C (-0.988, 2.886, -2.108)
O (-0.737, 1.692, -1.652)
H (-3.854, 2.584, -3.598)
H (-3.112, 1.405, -2.498)
H (-2.514, 1.579, -4.175)
H (-3.198, 4.838, -3.055)
H (-2.176, 4.490, -4.467)
H (-1.452, 5.185, -2.997)
H (-0.332, 3.699, -1.811)

## Properties
- 2S+1 = 2
- charge = +3
- E (eV) = -65722.0943
- ⟨S²⟩ = 0.7642